(1)
68
Properties=species:S:1:pos:R:3 method="wB97M-V/def2-TZVPD" homo_ev=-11.101 charge=+1 spin_multiplicity=1 lumo_energy_ev=-4.133
C 7.4010 2.0159 -3.7657
C 6.7757 3.0926 -2.8727
C 5.6416 3.8159 -3.6034
C 4.3406 2.9876 -3.5840
C 3.0705 3.7948 -3.2466
C 2.2263 3.0084 -2.2603
C 0.8488 3.5847 -1.9499
S -0.2446 3.9102 -3.3629
C -1.9091 3.2693 -2.7976
O -1.9902 1.9099 -2.9972
C -2.0382 1.1383 -1.7898
S 0.1114 2.7111 -5.0961
C 0.5488 1.0283 -4.7495
O -1.1770 2.7059 -5.6953
O 1.0915 3.3210 -5.9149
H 8.2191 2.4153 -4.3526
H 6.6795 1.5510 -4.4317
H 7.8200 1.2261 -3.1482
H 6.3874 2.6565 -1.9606
H 7.5492 3.8226 -2.6610
H 5.9113 4.0068 -4.6365
H 5.4603 4.7420 -3.0670
H 4.1993 2.4160 -4.4952
H 4.4511 2.2419 -2.7971
H 2.5462 4.0289 -4.1710
H 3.3712 4.7425 -2.8138
H 2.1233 1.9578 -2.5149
H 2.7611 3.0162 -1.3144
H 0.3417 2.9338 -1.2494
H 0.9609 4.5357 -1.4380
H -1.9839 3.5399 -1.7486
H -2.6554 3.7669 -3.4061
H -2.9282 1.3604 -1.2120
H -1.1847 1.3043 -1.1331
H -2.0297 0.0932 -2.0594
H 1.4698 0.9079 -4.1955
H -0.3053 0.5283 -4.3169
H 0.6935 0.6173 -5.7442
C -3.2515 -3.1372 0.2434
C -2.0021 -2.2748 0.2410
O -2.2007 -0.9667 0.7561
C -2.6489 -0.8913 2.1044
C -1.7058 -1.5309 3.1060
H -4.0488 -2.6581 -0.3265
H -3.0381 -4.1085 -0.2022
H -3.6254 -3.3103 1.2526
H -1.6625 -2.1377 -0.7879
H -1.1866 -2.7737 0.7741
H -3.6539 -1.3161 2.1926
H -2.7425 0.1727 2.3240
H -1.5863 -2.6005 2.9322
H -2.0870 -1.4025 4.1188
H -0.7164 -1.0746 3.0452
C -2.1062 -5.9557 7.5307
C -2.1133 -4.4486 7.3429
O -2.4265 -4.0323 6.0238
C -3.6947 -4.4277 5.5318
C -4.8615 -3.9110 6.3563
H -1.4008 -6.4223 6.8421
H -1.8159 -6.2051 8.5512
H -3.0869 -6.3965 7.3480
H -1.1164 -4.0563 7.5430
H -2.7868 -3.9722 8.0635
H -3.7423 -5.5175 5.4319
H -3.7618 -4.0190 4.5220
H -4.8455 -4.2967 7.3757
H -5.8056 -4.2122 5.9016
H -4.8342 -2.8219 6.4148


(2)
107
Properties=species:S:1:pos:R:3 method="wB97M-V/def2-TZVPD" homo_ev="-7.918 / -8.869" spin_multiplicity=3 lumo_energy_ev="-1.360 / -1.360"
N 4.2530 -0.6927 7.3560
P 4.2261 -1.8010 6.2642
C 4.5983 -1.3151 4.5537
C 5.8613 -1.5914 4.0532
C 6.2459 -1.2179 2.7746
C 7.6332 -1.5659 2.3167
S 7.6697 -2.9666 1.2093
O 7.4884 -4.1451 2.0079
O 8.7841 -2.8185 0.3191
C 5.3533 -0.5331 1.9477
C 5.7917 -0.0520 0.5908
C 6.3192 1.3757 0.6632
F 6.7321 1.7662 -0.6069
C 4.0595 -0.2976 2.4314
C 3.6815 -0.6903 3.7174
C 2.2541 -0.4716 4.1253
O 1.9217 -0.2077 5.2607
C 1.2635 -0.6152 3.0175
C -0.0031 -1.1278 3.2372
C -0.9049 -1.2640 2.1867
C -2.2795 -1.7724 2.5450
N -3.0759 -0.6816 3.1321
C -0.5199 -0.8631 0.8898
P -1.6421 -0.8632 -0.5776
O -0.5266 -1.0906 -1.7477
O -2.2901 -2.3742 -0.5128
C 0.7483 -0.3175 0.6864
C 1.6362 -0.2022 1.7436
C 3.0107 0.3426 1.5663
O 3.2597 1.2370 0.7760
H 3.3513 -0.5628 7.7969
H 5.2275 -2.7792 6.4120
H 3.0449 -2.5522 6.1210
H 6.5719 -2.1077 4.6891
H 8.2278 -1.9275 3.1556
H 8.1188 -0.7273 1.8232
H 6.5384 -2.7895 0.4864
H 4.9714 -0.0820 -0.1250
H 6.5954 -0.6606 0.1666
H 5.5503 2.0635 1.0144
H 7.1774 1.4412 1.3391
H -0.2818 -1.4184 4.2426
H -2.1460 -2.5555 3.2975
H -2.7721 -2.2372 1.6977
H -2.6755 0.2201 2.9156
H -4.0315 -0.6952 2.8068
H -0.1118 -1.9608 -1.6776
H -3.2393 -2.2907 -0.6834
H 1.0485 0.0095 -0.3004
C 2.9260 7.0559 -3.0375
C 1.7823 6.0323 -2.9930
C 1.0016 6.1522 -1.6827
C 1.7849 5.6415 -0.4740
C 2.2527 4.2032 -0.6954
C 3.0340 4.0068 -1.9974
N 2.2808 4.6271 -3.1359
O 1.3819 3.8437 -3.6069
C 4.4515 4.5880 -1.8712
C 3.1979 2.5217 -2.2851
C 0.8757 6.3401 -4.1782
H 2.4978 8.0548 -3.1264
H 3.5488 7.0643 -2.1495
H 3.5643 6.8828 -3.9046
H 0.0737 5.5787 -1.7713
H 0.7166 7.1976 -1.5420
H 2.6374 6.2940 -0.2667
H 1.1505 5.6814 0.4135
H 2.8800 3.8704 0.1337
H 1.3783 3.5447 -0.7085
H 4.9338 4.6441 -2.8478
H 5.0503 3.9293 -1.2416
H 4.4850 5.5718 -1.4121
H 2.2443 1.9991 -2.3013
H 3.8110 2.0820 -1.5003
H 3.6949 2.3610 -3.2430
H 1.4040 6.1881 -5.1200
H 0.5660 7.3842 -4.1202
H -0.0147 5.7173 -4.1828
C -8.0354 -4.1333 0.3135
C -7.7762 -2.8641 -0.5106
C -8.9164 -2.6178 -1.5000
C -8.9294 -3.6156 -2.6563
C -7.5822 -3.6290 -3.3767
C -6.3894 -3.8655 -2.4462
N -6.4837 -2.9406 -1.2670
O -6.0125 -1.7753 -1.5282
C -6.3233 -5.3368 -2.0084
C -5.0892 -3.5649 -3.1824
C -7.6806 -1.7113 0.4811
H -8.8733 -3.9477 0.9854
H -8.3018 -5.0011 -0.2799
H -7.1648 -4.3849 0.9205
H -8.8187 -1.6064 -1.9061
H -9.8619 -2.6507 -0.9542
H -9.1818 -4.6167 -2.2971
H -9.7136 -3.3411 -3.3636
H -7.5709 -4.4015 -4.1489
H -7.4451 -2.6705 -3.8865
H -5.6161 -5.4649 -1.1878
H -5.9771 -5.9410 -2.8468
H -7.2807 -5.7495 -1.7062
H -5.0801 -2.5640 -3.6055
H -4.9777 -4.2811 -3.9965
H -4.2286 -3.6664 -2.5188
H -6.8270 -1.8431 1.1478
H -8.5879 -1.6931 1.0853
H -7.5809 -0.7507 -0.0167


(3)
41
Properties=species:S:1:pos:R:3 method="wB97M-V/def2-TZVPD" e_above_lowest_ev=2.7817 homo_ev="-6.361 / -11.880" charge=+1 spin_multiplicity=4 lumo_energy_ev="-2.106 / -2.149"
Ti -0.4390 -0.5468 0.2508
C 1.2541 2.1323 -0.0229
O 0.5614 1.3915 -0.6317
N 1.4074 3.3582 -0.3302
N 2.0845 1.7471 0.9206
H 1.9742 4.0194 0.1813
H 0.9142 3.7075 -1.1395
H 2.1418 0.7685 1.1638
H 2.7771 2.3762 1.3011
C 2.7119 -1.9306 0.2653
O 1.5685 -1.5624 0.4692
N 3.0852 -3.0533 -0.1998
N 3.7399 -1.2050 0.6830
H 2.4094 -3.5050 -0.7993
H 4.0672 -3.2782 -0.2722
H 3.5997 -0.3473 1.1976
H 4.6963 -1.5220 0.7531
C -0.6989 1.1760 3.3352
O -0.4294 0.5298 2.3012
N -1.8465 1.7477 3.5255
N 0.0842 1.4508 4.3553
H -2.0104 2.1802 4.4234
H -2.5498 2.0367 2.8606
H -0.3375 1.8033 5.2026
H 0.9428 0.9657 4.5737
C -3.5580 -0.7601 -1.3959
O -2.7405 -0.4034 -0.5622
N -4.5313 -1.5517 -1.2195
N -3.7383 -0.3161 -2.5882
H -5.3661 -1.6003 -1.7859
H -4.4404 -2.0925 -0.3714
H -4.6265 -0.5750 -2.9932
H -3.0659 0.3010 -3.0208
C -0.4249 -0.8894 -2.8677
O -1.2944 -1.1713 -3.6712
N 0.5866 -0.0635 -2.9616
N -0.2301 -1.6789 -1.8475
H 0.7668 0.6528 -3.6505
H 1.0068 0.0366 -2.0487
H -0.7523 -2.5409 -1.9144
H 0.7000 -1.7876 -1.4690


(4)
73
Properties=species:S:1:pos:R:3 method="wB97M-V/def2-TZVPD" e_above_lowest_ev=0.0000 homo_ev="-1.165 / -4.101" charge=-1 spin_multiplicity=6 lumo_energy_ev="2.339 / 2.232"
Ru 10.2726 14.9781 10.5012
O 13.1024 13.5246 15.0411
C 13.9076 12.8550 14.2159
C 14.7580 11.9413 14.8167
C 15.7615 11.3913 14.0579
C 15.8453 11.5574 12.6520
C 14.8855 12.2990 11.9927
C 13.9378 13.0074 12.8230
C 12.9488 13.8729 12.2288
O 12.8136 13.5403 10.8849
N 12.2689 14.7879 12.9016
N 11.1926 15.4704 12.1950
C 10.8095 16.5697 12.7815
C 9.8260 17.3730 12.1411
C 9.1940 18.4988 12.6713
C 8.4647 19.2839 11.8133
C 8.3573 18.9604 10.4334
C 8.8460 17.7532 10.0199
N 9.5718 16.9770 10.8293
H 12.6434 14.2242 14.5138
H 14.6251 11.7219 15.8898
H 16.4481 10.6543 14.4838
H 16.5845 11.0253 12.0517
H 14.8496 12.4041 10.9205
H 11.3757 16.9513 13.6517
H 9.1935 18.6994 13.7531
H 8.0371 20.2140 12.2182
H 7.8717 19.6212 9.7296
H 8.7041 17.3847 8.9991
C 6.3994 14.8554 11.1138
Te 8.2284 13.9127 11.8963
C 7.7423 12.1354 10.7804
H 6.3239 14.5480 10.0579
H 6.4581 15.9182 11.2042
H 5.5534 14.4326 11.6864
H 7.7177 11.2597 11.4354
H 8.5742 12.0040 10.0807
H 6.7869 12.2999 10.2914
C 11.7088 13.8795 10.2355
Ge 11.1245 13.0856 8.4914
C 12.7448 13.3142 7.4562
C 13.7562 12.3488 7.5028
C 14.7735 12.4287 6.5447
C 14.9243 13.4813 5.6577
C 13.8337 14.3463 5.5283
C 12.7631 14.2962 6.4527
C 9.6095 13.6990 7.4106
C 9.2350 12.9103 6.3286
C 7.9479 12.9129 5.8119
C 7.0767 13.8956 6.2393
C 7.4561 14.7633 7.2470
C 8.6912 14.6794 7.8477
C 11.1249 11.0995 8.8168
C 11.1643 10.5863 10.1106
C 11.3657 9.2042 10.2270
C 11.5474 8.3921 9.0929
C 11.4771 8.9356 7.7978
C 11.3028 10.3132 7.6670
H 13.7707 11.5734 8.2620
H 15.5429 11.6619 6.4913
H 15.8065 13.5987 5.0199
H 13.8351 15.0470 4.6765
H 11.9038 14.9565 6.3403
H 9.8881 12.1873 5.9055
H 7.7186 12.2798 4.9825
H 6.1368 13.9668 5.7254
H 6.7320 15.4751 7.6146
H 8.9936 15.4019 8.6267
H 10.9178 11.2308 10.9576
H 11.3646 8.7480 11.2233
H 11.6998 7.3396 9.2256
H 11.5269 8.2974 6.9059
H 11.1944 10.7822 6.6585


(5)
13
Properties=species:S:1:pos:R:3 method="wB97M-V/def2-TZVPD" e_above_lowest_ev=0.0000 homo_ev="-6.667 / -9.247" spin_multiplicity=3 lumo_energy_ev="0.554 / -2.795"
Si -0.1257 -0.0259 2.3651
Si 1.5387 -0.4760 -1.6592
Si -1.5874 0.9027 -0.8346
S -0.2369 -1.6780 1.0688
S -0.1378 0.7650 -2.3804
H 0.2373 1.2260 1.5494
H 0.6320 -0.6240 3.5342
H -1.5002 0.3063 2.6011
H 1.3494 -1.9190 -1.9964
H 2.3453 0.0019 -2.8320
H 1.6200 -0.3044 -0.2048
H -1.9698 2.1873 -0.2030
H -2.1650 -0.3619 -1.0083